{
  "formula": "C63H140As2F12N7",
  "method": "ωB97M-V/def2-TZVPD",
  "species": ["C", "C", "C", "C", "N", "C", "C", "C", "C", "C", "H", "H", "H", "H", "H", "H", "H", "H", "H", "H", "H", "H", "H", "H", "H", "H", "H", "H", "H", "H", "C", "C", "C", "C", "N", "C", "C", "C", "C", "C", "H", "H", "H", "H", "H", "H", "H", "H", "H", "H", "H", "H", "H", "H", "H", "H", "H", "H", "H", "H", "C", "C", "C", "C", "N", "C", "C", "C", "C", "C", "H", "H", "H", "H", "H", "H", "H", "H", "H", "H", "H", "H", "H", "H", "H", "H", "H", "H", "H", "H", "C", "C", "C", "C", "N", "C", "C", "C", "C", "C", "H", "H", "H", "H", "H", "H", "H", "H", "H", "H", "H", "H", "H", "H", "H", "H", "H", "H", "H", "H", "C", "C", "C", "C", "N", "C", "C", "C", "C", "C", "H", "H", "H", "H", "H", "H", "H", "H", "H", "H", "H", "H", "H", "H", "H", "H", "H", "H", "H", "H", "C", "C", "C", "C", "N", "C", "C", "C", "C", "C", "H", "H", "H", "H", "H", "H", "H", "H", "H", "H", "H", "H", "H", "H", "H", "H", "H", "H", "H", "H", "C", "C", "C", "C", "N", "C", "C", "C", "C", "C", "H", "H", "H", "H", "H", "H", "H", "H", "H", "H", "H", "H", "H", "H", "H", "H", "H", "H", "H", "H", "As", "F", "F", "F", "F", "F", "F", "As", "F", "F", "F", "F", "F", "F"],
  "positions_angstrom": [[6.3166, 11.2213, -11.5371], [4.7527, 11.0779, -11.3023], [4.5022, 10.5246, -9.8892], [2.9083, 10.5182, -9.5767], [2.5214, 9.7783, -8.2768], [1.0158, 9.9414, -8.0029], [0.4906, 8.7491, -7.2781], [1.5846, 7.7414, -7.4609], [2.6941, 8.2246, -8.3792], [3.4251, 10.1458, -7.0507], [6.8550, 11.8016, -10.7877], [6.4045, 11.7867, -12.4648], [6.8527, 10.2876, -11.7071], [4.1782, 10.4821, -12.0116], [4.2356, 12.0345, -11.3767], [4.9826, 11.3124, -9.3089], [4.9103, 9.5485, -9.6269], [2.2737, 10.1391, -10.3777], [2.6392, 11.4938, -9.1719], [0.8010, 10.9097, -7.5509], [0.5540, 10.0704, -8.9817], [0.2843, 8.8869, -6.2167], [-0.3969, 8.4059, -7.8099], [2.0243, 7.6522, -6.4676], [1.2318, 6.7383, -7.7006], [3.7113, 7.9396, -8.1105], [2.5330, 7.9129, -9.4112], [2.9318, 9.6845, -6.1951], [3.2285, 11.2124, -6.9413], [4.4855, 9.9936, -7.2519], [6.5417, 9.4886, -15.6741], [6.5450, 10.0975, -17.0848], [5.3479, 9.6194, -17.9753], [5.3042, 8.0756, -18.1707], [3.9259, 7.3969, -18.1186], [4.0429, 5.8453, -18.2120], [2.7780, 5.3766, -18.8280], [2.0025, 6.5000, -19.4299], [3.0324, 7.6637, -19.3595], [3.2380, 7.9133, -16.7745], [6.6793, 8.4089, -15.6166], [5.6474, 9.6241, -15.0659], [7.3326, 9.9162, -15.0579], [7.5235, 10.0116, -17.5572], [6.5140, 11.1500, -16.8031], [5.2113, 10.1770, -18.9019], [4.5684, 9.9934, -17.3115], [5.8919, 7.5109, -17.4468], [5.7622, 7.7656, -19.1099], [4.3843, 5.2336, -17.3770], [4.8084, 5.7265, -18.9788], [2.1257, 4.7148, -18.2583], [3.2575, 4.7212, -19.5551], [1.1628, 6.7666, -18.7882], [1.6227, 6.3777, -20.4443], [2.6242, 8.6338, -19.0763], [3.7464, 7.5640, -20.1770], [2.4078, 7.2747, -16.4730], [2.8049, 8.9119, -16.8316], [3.8431, 7.8439, -15.8705], [4.1152, 5.3628, -10.8910], [4.8547, 6.7322, -11.2607], [6.0449, 7.0784, -10.3648], [7.1685, 6.0118, -10.5279], [8.5247, 6.2828, -9.6914], [9.4990, 5.0739, -9.8504], [9.7825, 4.5699, -8.4516], [8.5928, 4.9009, -7.6192], [8.2618, 6.2670, -8.1515], [9.2266, 7.6558, -10.0834], [4.7648, 4.5297, -10.6226], [3.4481, 5.0428, -11.6914], [3.5616, 5.5987, -9.9821], [4.1949, 7.5961, -11.1800], [4.9948, 6.7346, -12.3417], [5.9171, 7.4162, -9.3364], [6.5430, 7.9758, -10.7318], [7.4405, 5.8628, -11.5729], [6.8000, 5.0374, -10.2071], [10.3805, 5.3808, -10.4134], [8.8733, 4.2982, -10.2918], [10.6442, 5.1433, -8.1100], [9.9820, 3.5041, -8.3404], [8.7296, 4.8204, -6.5408], [7.8621, 4.1621, -7.9483], [8.9933, 7.0344, -7.8983], [7.2803, 6.5936, -7.8080], [9.3903, 7.7711, -11.1548], [10.2038, 7.5852, -9.6057], [8.7659, 8.5974, -9.7848], [10.0654, 10.9109, -11.4982], [10.0611, 11.2078, -13.0597], [11.3706, 11.4564, -13.8139], [12.1513, 10.2106, -13.9229], [13.4571, 10.3504, -14.7567], [13.9883, 9.0503, -15.4506], [15.4564, 8.9874, -15.4365], [15.9275, 9.8829, -14.2728], [14.6752, 10.6230, -13.7402], [13.3835, 11.4816, -15.8764], [10.4653, 11.6616, -10.8166], [10.6252, 9.9827, -11.3834], [9.1082, 10.7733, -10.9954], [9.5367, 12.1594, -13.1464], [9.5864, 10.4125, -13.6344], [12.0081, 12.2137, -13.3577], [11.0904, 11.8288, -14.7992], [11.5080, 9.5207, -14.4691], [12.3394, 9.6016, -13.0387], [13.6598, 9.0836, -16.4893], [13.4674, 8.2773, -14.8855], [15.8311, 9.4064, -16.3704], [15.8137, 7.9843, -15.2039], [16.6526, 10.6454, -14.5573], [16.3292, 9.2272, -13.5003], [14.7832, 11.7027, -13.6372], [14.4162, 10.2416, -12.7526], [13.2875, 12.5109, -15.5310], [12.5544, 11.0335, -16.4240], [14.2653, 11.4141, -16.5136], [13.9682, 3.2171, -15.0660], [12.7129, 3.8849, -15.7651], [12.8808, 4.2244, -17.2677], [11.4711, 4.3216, -17.9032], [11.3620, 4.9933, -19.3229], [9.9012, 4.7929, -19.8806], [8.9830, 5.8803, -19.3588], [9.9088, 6.9079, -18.7600], [11.3601, 6.5100, -19.1717], [12.5305, 4.7037, -20.2349], [14.2823, 2.3041, -15.5719], [13.8477, 3.1215, -13.9869], [14.8789, 3.7933, -15.2296], [12.5064, 4.7595, -15.1483], [11.8071, 3.3295, -15.5221], [13.5196, 3.5838, -17.8757], [13.4229, 5.1664, -17.1848], [10.8410, 4.9659, -17.2900], [10.9790, 3.3531, -17.8131], [9.9885, 4.9064, -20.9612], [9.5141, 3.7763, -19.8124], [8.5551, 6.3352, -20.2521], [8.2401, 5.4513, -18.6864], [9.6688, 7.9227, -19.0773], [9.8442, 6.7096, -17.6901], [11.5524, 7.0239, -20.1135], [12.1372, 6.6863, -18.4280], [12.5583, 3.6153, -20.2858], [13.5051, 5.0366, -19.8780], [12.3264, 5.1409, -21.2123], [4.7457, 1.7387, -11.9710], [4.5338, 2.5848, -13.2692], [5.8121, 2.8003, -14.0584], [6.3623, 1.5673, -14.8963], [7.8462, 1.6050, -15.3458], [8.1090, 0.3321, -16.1591], [9.6390, 0.0732, -16.1166], [10.0055, 0.5032, -14.6820], [8.9216, 1.4895, -14.1376], [8.0658, 2.8730, -16.2316], [5.0425, 0.7183, -12.2137], [3.8349, 1.5766, -11.3946], [5.4937, 2.1211, -11.2764], [4.1804, 3.5993, -13.0851], [3.7380, 2.2025, -13.9084], [6.6274, 3.1147, -13.4069], [5.6620, 3.7148, -14.6322], [5.7343, 1.3746, -15.7661], [6.2927, 0.6640, -14.2902], [7.6382, 0.3685, -17.1415], [7.6196, -0.4827, -15.6256], [10.1489, 0.8220, -16.7227], [10.0422, -0.8774, -16.4659], [11.0116, 0.9086, -14.5745], [10.0462, -0.3778, -14.0415], [9.3932, 2.4386, -13.8828], [8.3411, 1.0000, -13.3556], [9.1142, 2.9312, -16.5239], [7.8655, 3.8109, -15.7137], [7.3729, 2.9427, -17.0702], [16.9361, 5.9705, -12.0931], [15.6478, 6.4715, -11.2522], [14.9529, 5.4414, -10.4059], [15.7871, 5.1216, -9.1006], [15.2616, 3.8787, -8.2754], [16.1026, 3.8483, -6.9650], [15.9992, 2.3952, -6.5529], [15.8219, 1.6096, -7.7799], [15.5536, 2.5214, -9.0017], [13.7438, 4.0261, -7.9415], [17.5108, 6.7409, -12.6072], [16.6865, 5.1698, -12.7893], [17.6748, 5.4255, -11.5053], [14.9108, 6.9667, -11.8844], [16.0128, 7.2115, -10.5399], [14.6433, 4.4768, -10.8083], [14.0405, 5.8525, -9.9739], [15.7095, 5.9582, -8.4061], [16.7738, 4.8063, -9.4398], [15.6262, 4.5544, -6.2849], [17.1003, 4.2193, -7.1998], [15.1991, 2.1217, -5.8651], [16.9047, 2.1356, -6.0044], [15.0224, 0.8779, -7.6633], [16.7188, 1.0176, -7.9618], [14.6146, 2.3927, -9.5400], [16.3894, 2.6996, -9.6784], [13.6227, 5.0031, -7.4735], [13.3938, 3.1910, -7.3347], [13.1523, 3.9549, -8.8543], [9.2947, 6.3537, -14.0906], [8.6678, 7.0771, -15.6264], [10.9405, 7.2241, -14.2592], [9.7932, 5.5941, -12.5214], [7.6353, 5.6609, -13.9975], [9.9054, 4.8858, -14.9694], [8.7506, 7.8889, -13.2742], [11.8105, 1.1438, -10.4784], [11.6766, 1.0531, -12.2846], [12.3647, 2.8850, -10.6745], [12.0969, 1.3260, -8.6468], [11.0176, -0.4915, -10.2166], [13.4805, 0.5578, -10.6039], [10.2399, 1.8770, -10.2685]],
  "e_homo_ha": -0.6897,
  "relative_energy_kcal_mol": 25.7,
  "orbital_gap_ha": 0.3516,
  "charge": 5,
  "e_lumo_ev": -9.20
}